Here is a 12-piece molecular cluster, C26H80N4O14 overall in a non-equilibrium geometry from the OMol25 dataset. Energies are from ωB97M-V/def2-TZVPD.

The geometry in ORCA input format:
```
! RIJCOSX wB97M-V def2-TZVPD def2/J DEFGRID3
* xyz 0 1
C 2.699 6.836 2.428
O 2.803 6.222 1.146
C 3.341 4.922 1.328
C 3.177 4.191 -0.018
C 3.640 2.729 0.039
N 4.013 4.826 -1.005
H 3.615 6.920 3.014
H 2.014 6.297 3.086
H 2.198 7.798 2.319
H 4.402 5.065 1.537
H 2.817 4.337 2.085
H 2.134 4.110 -0.325
H 3.791 2.239 -0.923
H 2.889 2.134 0.562
H 4.567 2.628 0.605
H 3.868 5.797 -0.756
H 4.974 4.656 -0.742
C -4.504 -1.777 0.841
O -5.850 -1.682 0.315
C -5.966 -0.712 -0.760
C -7.413 -0.622 -1.282
C -7.549 0.502 -2.310
N -8.278 -0.268 -0.131
H -4.065 -0.802 1.061
H -3.797 -2.084 0.068
H -4.386 -2.425 1.709
H -5.557 0.269 -0.512
H -5.360 -1.020 -1.614
H -7.635 -1.574 -1.766
H -7.287 1.484 -1.916
H -8.606 0.646 -2.535
H -6.920 0.192 -3.145
H -8.150 -0.954 0.600
H -8.052 0.617 0.300
C 0.970 -6.476 -1.065
O 2.333 -6.718 -1.274
C 3.157 -5.540 -1.234
C 4.010 -5.550 0.024
C 3.234 -5.373 1.292
N 4.953 -4.477 -0.011
H 0.396 -6.331 -1.981
H 0.877 -5.558 -0.484
H 0.572 -7.332 -0.521
H 3.860 -5.540 -2.068
H 2.616 -4.603 -1.370
H 4.618 -6.455 0.036
H 3.865 -5.152 2.153
H 2.632 -6.264 1.475
H 2.459 -4.606 1.270
H 5.582 -4.737 0.737
H 5.587 -4.611 -0.788
C -2.819 4.321 4.628
O -2.764 3.635 3.394
C -1.479 3.324 2.926
C -1.461 3.080 1.402
C -2.318 1.889 0.982
N -0.081 2.981 0.875
H -3.841 4.526 4.941
H -2.194 5.211 4.704
H -2.324 3.704 5.380
H -0.698 4.037 3.196
H -1.176 2.408 3.437
H -1.882 3.964 0.919
H -3.299 2.044 1.433
H -1.866 0.972 1.358
H -2.523 1.887 -0.089
H 0.392 3.852 1.082
H -0.091 3.074 -0.133
O 3.020 -0.452 2.184
C 4.262 -0.904 1.750
C 4.271 -0.993 0.177
O 3.578 -2.115 -0.345
H 2.348 -0.842 1.618
H 4.941 -0.124 2.094
H 4.464 -1.894 2.163
H 5.330 -0.962 -0.085
H 3.841 -0.081 -0.237
H 4.075 -2.924 -0.170
O 0.741 -2.565 -0.222
C 0.053 -1.542 -0.950
C 0.494 -0.081 -0.668
O 0.510 0.162 0.753
H 1.653 -2.531 -0.527
H 0.048 -1.775 -2.016
H -1.007 -1.594 -0.702
H -0.056 0.678 -1.226
H 1.473 0.063 -1.131
H 0.193 1.068 0.842
C 0.622 -2.416 3.644
O -0.171 -2.732 2.535
H 1.627 -2.797 3.459
H 0.727 -1.350 3.853
H 0.195 -2.796 4.572
H 0.308 -2.607 1.710
C 1.514 1.973 3.963
O 2.761 1.375 4.223
H 0.811 1.220 3.602
H 1.098 2.331 4.905
H 1.616 2.795 3.254
H 3.038 0.734 3.561
C -1.157 3.319 -2.419
O 0.174 3.425 -1.994
H -1.590 2.383 -2.065
H -1.840 4.121 -2.139
H -1.021 3.216 -3.496
H 0.656 3.873 -2.693
C -2.876 -0.652 -3.784
O -2.654 0.536 -4.501
H -2.385 -1.519 -4.225
H -2.580 -0.582 -2.735
H -3.961 -0.758 -3.760
H -1.703 0.601 -4.635
C 1.303 0.283 -4.700
O 0.015 0.097 -5.219
H 1.743 -0.713 -4.656
H 1.772 0.893 -5.473
H 1.308 0.791 -3.736
H -0.007 -0.645 -5.828
C -1.839 -4.396 -2.848
O -2.375 -4.427 -4.141
H -0.753 -4.492 -2.859
H -2.140 -3.497 -2.310
H -2.092 -5.246 -2.211
H -3.239 -4.012 -4.091
*
```

energy relative to the best compared isomer or geometry (same formula, charge and spin): 808.3 kJ/mol
SMILES string: COC[C@H](C)N.COC[C@H](C)N.COC[C@H](C)N.COC[C@H](C)N.OCCO.OCCO.CO.CO.CO.CO.CO.CO
E_HOMO: -8.943 eV

These are the Mulliken partial charges, in e, on atoms 1 to 99:
1. C -0.7733
2. O -0.4251
3. C -0.5553
4. C 0.9171
5. C -1.1857
6. N -0.7819
7. H 0.3320
8. H 0.2190
9. H 0.3182
10. H 0.5933
11. H 0.0683
12. H -0.4249
13. H 0.5328
14. H -0.0170
15. H 0.4350
16. H 0.3648
17. H 0.3285
18. C -0.3427
19. O -0.3907
20. C -0.1459
21. C 0.2890
22. C -1.4419
23. N -0.7722
24. H 0.1229
25. H 0.0861
26. H 0.3660
27. H 0.2051
28. H 0.0372
29. H 0.3591
30. H 0.3305
31. H 0.3915
32. H 0.3578
33. H 0.3163
34. H 0.2579
35. C -0.3540
36. O -0.4184
37. C -0.6114
38. C 0.5809
39. C -1.3836
40. N -0.7665
41. H 0.2533
42. H 0.0418
43. H 0.2965
44. H 0.3511
45. H 0.1480
46. H 0.4506
47. H 0.4513
48. H 0.4096
49. H 0.0065
50. H 0.2850
51. H 0.2102
52. C -0.8263
53. O -0.3520
54. C -0.8636
55. C 0.6772
56. C -1.2634
57. N -0.3227
58. H 0.2751
59. H 0.3053
60. H 0.3469
61. H 0.4771
62. H 0.1651
63. H 0.4936
64. H 0.6131
65. H 0.1746
66. H 0.1733
67. H 0.2766
68. H -0.2571
69. O -0.0787
70. C -0.4143
71. C -0.5314
72. O -0.3921
73. H -0.1567
74. H 0.4611
75. H 0.2159
76. H 0.4444
77. H -0.0472
78. H 0.3158
79. O -0.0039
80. C -0.3875
81. C 0.5993
82. O 1.0302
83. H 0.0437
84. H 0.3853
85. H -0.1207
86. H -0.2554
87. H -0.0920
88. H -0.6511
89. C -0.2587
90. O -0.5567
91. H 0.0954
92. H -0.0532
93. H 0.3757
94. H 0.2478
95. C 0.0522
96. O -0.6801
97. H -0.0800
98. H 0.3606
99. H -0.1866